# 1
{
  "formula": "C37H71Cl2F3N12O5S",
  "method": "the ωB97M-V functional and the def2-TZVPD basis",
  "largest_force_ev_per_a": 3.6,
  "e_homo_ev": -13.9,
  "gap_ha": 0.1818,
  "multiplicity": 1,
  "lumo_ev": -8.96,
  "total_charge": 4,
  "e_tot_ha": -4102.541705,
  "symbols": ["C", "C", "O", "N", "H", "H", "C", "H", "H", "H", "H", "H", "H", "C", "C", "O", "N", "H", "H", "C", "H", "H", "H", "H", "H", "H", "C", "C", "N", "C", "C", "N", "C", "C", "H", "H", "H", "H", "H", "H", "H", "H", "H", "H", "H", "C", "C", "N", "C", "C", "N", "C", "C", "H", "H", "H", "H", "H", "H", "H", "H", "H", "H", "H", "C", "C", "N", "C", "C", "N", "C", "C", "H", "H", "H", "H", "H", "H", "H", "H", "H", "H", "H", "C", "C", "N", "C", "C", "N", "C", "C", "H", "H", "H", "H", "H", "H", "H", "H", "H", "H", "H", "C", "C", "N", "C", "C", "N", "C", "C", "H", "H", "H", "H", "H", "H", "H", "H", "H", "H", "H", "Cl", "Cl", "C", "F", "F", "F", "S", "O", "O", "O"],
  "coordinates": [[-1.475, 3.109, 2.223], [-0.951, 4.464, 1.894], [0.175, 4.701, 2.171], [-1.738, 5.447, 1.028], [-1.786, 5.048, 0.090], [-2.681, 5.294, 1.408], [-1.382, 6.902, 1.199], [-0.727, 2.436, 2.615], [-2.042, 2.765, 1.350], [-2.272, 3.243, 2.967], [-0.308, 6.961, 1.032], [-1.571, 7.281, 2.198], [-1.935, 7.423, 0.424], [-4.153, -5.632, 1.240], [-2.880, -5.853, 0.485], [-2.615, -6.852, -0.079], [-1.850, -4.726, 0.603], [-2.362, -3.955, 1.060], [-1.093, -5.016, 1.221], [-1.420, -4.307, -0.779], [-4.941, -6.232, 0.790], [-4.430, -4.590, 1.409], [-4.126, -6.046, 2.255], [-0.693, -3.519, -0.601], [-2.256, -3.843, -1.300], [-1.107, -5.171, -1.356], [2.432, 4.102, -3.827], [1.014, 4.330, -4.219], [0.820, 5.675, -4.800], [-0.268, 6.468, -4.555], [-0.004, 7.717, -4.987], [1.220, 7.671, -5.625], [1.674, 6.411, -5.505], [1.893, 8.768, -6.318], [2.618, 3.124, -3.379], [2.795, 4.847, -3.119], [3.121, 4.022, -4.672], [0.332, 4.318, -3.366], [0.625, 3.540, -4.864], [-1.149, 6.084, -4.072], [-0.609, 8.604, -4.910], [2.687, 6.199, -5.809], [1.837, 9.683, -5.739], [1.490, 8.889, -7.322], [2.926, 8.460, -6.471], [-1.797, -6.108, 6.639], [-1.950, -4.637, 6.963], [-1.012, -3.792, 6.242], [-1.036, -3.474, 4.910], [-0.090, -2.548, 4.659], [0.538, -2.283, 5.843], [-0.079, -3.007, 6.798], [1.625, -1.332, 6.099], [-1.889, -6.313, 5.572], [-2.536, -6.698, 7.178], [-0.818, -6.432, 6.994], [-1.761, -4.538, 8.033], [-2.983, -4.313, 6.831], [-1.792, -3.888, 4.268], [0.014, -2.042, 3.713], [0.176, -3.019, 7.845], [1.891, -1.269, 7.152], [1.250, -0.334, 5.877], [2.478, -1.646, 5.506], [-1.475, -0.606, -2.328], [-1.576, 0.705, -1.569], [-0.454, 0.997, -0.690], [0.301, 2.137, -0.747], [1.306, 2.111, 0.183], [1.167, 0.857, 0.727], [0.084, 0.217, 0.248], [2.033, 0.450, 1.823], [-2.227, -0.732, -3.104], [-1.373, -1.432, -1.621], [-0.511, -0.629, -2.845], [-2.491, 0.592, -0.977], [-1.800, 1.544, -2.224], [-0.096, 2.977, -1.295], [2.064, 2.775, 0.546], [-0.321, -0.737, 0.555], [2.363, 1.369, 2.313], [2.921, -0.101, 1.516], [1.614, -0.188, 2.605], [-6.814, -1.773, 0.146], [-5.485, -1.023, 0.035], [-5.419, -0.018, -1.047], [-5.140, 1.319, -1.017], [-4.980, 1.750, -2.313], [-5.160, 0.636, -3.093], [-5.495, -0.394, -2.328], [-5.102, 0.591, -4.552], [-7.031, -2.424, -0.696], [-7.631, -1.110, 0.415], [-6.628, -2.362, 1.048], [-4.551, -1.584, 0.019], [-5.395, -0.504, 0.992], [-5.064, 1.812, -0.064], [-4.676, 2.689, -2.739], [-5.738, -1.368, -2.721], [-5.251, 1.585, -4.968], [-5.869, -0.047, -4.982], [-4.113, 0.260, -4.873], [10.060, -3.407, 0.266], [9.853, -3.705, 1.742], [8.491, -3.412, 2.268], [8.074, -3.615, 3.559], [6.738, -3.383, 3.617], [6.357, -3.062, 2.343], [7.415, -3.079, 1.537], [4.956, -3.003, 1.941], [10.123, -4.303, -0.352], [10.869, -2.723, 0.025], [9.239, -2.919, -0.273], [10.530, -3.131, 2.370], [10.008, -4.766, 1.923], [8.764, -3.843, 4.354], [6.045, -3.416, 4.436], [7.401, -3.022, 0.464], [4.717, -3.907, 1.373], [4.659, -2.192, 1.283], [4.304, -3.106, 2.804], [4.337, 2.867, 1.692], [-2.370, -1.753, 2.078], [-1.271, 1.140, -5.944], [-1.199, 1.250, -4.594], [-2.464, 1.590, -6.359], [-0.340, 1.882, -6.538], [-1.117, -0.693, -6.330], [-1.896, -1.400, -5.296], [-1.649, -0.932, -7.646], [0.314, -0.871, -6.234]],
  "mulliken_charge": [-0.80, 0.51, -0.36, -0.11, 0.34, 0.41, -0.78, 0.18, 0.03, 0.53, 0.38, 0.32, 0.36, -0.83, 0.59, -0.39, 0.27, -0.17, 0.36, -0.90, 0.37, 0.18, 0.28, 0.29, 0.36, 0.42, -1.48, 0.53, 0.32, -0.42, -0.55, 0.09, -0.01, -0.78, 0.34, 0.45, 0.45, -0.11, -0.05, 0.47, 0.45, 0.32, 0.34, 0.35, 0.29, -1.09, -0.43, 0.30, -0.78, -0.44, 0.14, -0.10, -0.73, 0.30, 0.38, 0.34, 0.27, 0.36, 0.73, 0.37, 0.39, 0.30, 0.34, 0.28, -0.97, -0.11, 0.70, -0.80, -0.41, 0.48, -0.11, -0.90, 0.48, -0.33, 0.39, 0.13, 0.27, 0.46, 0.27, 0.16, 0.34, 0.47, 0.04, -1.21, -0.35, 0.32, -0.52, -0.47, 0.24, -0.21, -0.97, 0.38, 0.36, 0.40, 0.21, 0.30, 0.49, 0.48, 0.42, 0.34, 0.38, 0.38, -1.19, -0.20, 0.14, -0.63, -0.15, 0.13, -0.15, -0.89, 0.35, 0.34, 0.32, 0.37, 0.35, 0.43, 0.42, 0.34, 0.41, 0.36, 0.26, -0.70, -0.72, 0.49, -0.15, -0.25, -0.23, 1.14, -0.63, -0.62, -0.66]
}

---

# 2
{
  "formula": "C33H35IrN6O4S",
  "method": "the ωB97M-V functional and the def2-TZVPD basis",
  "s2": 6.032,
  "largest_force_ev_per_a": 4.2,
  "e_homo_ev": [-5.0, -7.9],
  "gap_ha": [0.1519, 0.1966],
  "multiplicity": 5,
  "lumo_ev": [-0.89, -2.60],
  "e_tot_ha": -2410.347807,
  "e_above_lowest_kcal_mol": 14.82,
  "symbols": ["Ir", "O", "C", "N", "C", "C", "C", "C", "C", "C", "N", "C", "O", "C", "C", "C", "C", "C", "N", "C", "C", "C", "C", "C", "N", "H", "H", "H", "H", "H", "H", "H", "H", "H", "H", "H", "H", "C", "C", "C", "C", "O", "H", "H", "H", "H", "H", "H", "H", "H", "H", "C", "C", "C", "N", "C", "S", "N", "C", "O", "C", "C", "C", "C", "C", "C", "H", "H", "H", "H", "H", "H", "H", "H", "H", "H", "H", "H", "H", "H"],
  "coordinates": [[11.641, 10.249, 13.140], [14.050, 9.010, 9.995], [13.156, 9.468, 10.679], [13.225, 9.838, 12.017], [14.456, 10.318, 12.447], [15.739, 9.939, 12.014], [16.825, 10.407, 12.708], [16.727, 11.288, 13.822], [15.482, 11.758, 14.236], [14.361, 11.208, 13.546], [13.081, 11.260, 14.032], [12.672, 11.972, 15.206], [13.285, 12.846, 15.791], [11.280, 11.614, 15.555], [10.663, 12.054, 16.772], [9.276, 11.974, 16.930], [8.602, 11.525, 15.781], [9.209, 11.018, 14.662], [10.547, 10.950, 14.681], [11.806, 9.695, 10.209], [11.421, 9.571, 8.898], [10.009, 9.724, 8.649], [9.168, 10.183, 9.659], [9.671, 10.331, 10.951], [10.954, 10.167, 11.176], [15.667, 9.392, 11.038], [17.853, 10.053, 12.540], [17.601, 11.515, 14.420], [15.230, 12.392, 15.068], [11.318, 12.588, 17.421], [8.756, 12.224, 17.813], [7.519, 11.511, 15.806], [8.640, 10.518, 13.870], [12.066, 9.018, 8.169], [9.606, 9.319, 7.714], [8.144, 10.322, 9.439], [9.016, 10.628, 11.728], [12.179, 7.042, 14.152], [10.656, 7.438, 14.181], [9.785, 6.419, 13.390], [10.265, 7.684, 15.624], [10.415, 8.569, 13.290], [12.250, 6.156, 14.801], [12.794, 7.804, 14.569], [12.482, 6.791, 13.160], [9.944, 5.379, 13.802], [9.956, 6.379, 12.324], [8.708, 6.666, 13.500], [10.227, 6.698, 16.106], [9.317, 8.183, 15.770], [11.035, 8.171, 16.234], [6.744, 13.920, 6.785], [7.580, 14.165, 7.987], [8.992, 14.609, 7.560], [9.567, 15.271, 8.778], [10.831, 15.771, 8.895], [11.430, 16.046, 10.412], [11.539, 15.883, 7.664], [11.352, 16.926, 6.731], [12.190, 17.076, 5.834], [10.167, 17.836, 6.694], [9.739, 18.483, 7.849], [8.655, 19.367, 7.852], [8.006, 19.547, 6.679], [8.453, 18.946, 5.464], [9.571, 18.115, 5.412], [5.799, 13.474, 6.983], [7.257, 13.360, 6.051], [6.360, 14.861, 6.304], [7.597, 13.251, 8.534], [7.086, 14.908, 8.676], [8.985, 15.340, 6.716], [9.727, 13.807, 7.217], [9.297, 14.783, 9.623], [12.503, 15.689, 7.804], [10.215, 18.312, 8.822], [8.366, 19.870, 8.797], [7.118, 20.233, 6.583], [8.069, 19.324, 4.465], [10.124, 17.723, 4.585]],
  "mulliken_spin": [1.57, 0.08, -0.04, 0.15, 0.18, -0.04, 0.12, 0.03, 0.03, 0.11, 0.27, 0.04, 0.20, 0.30, -0.09, 0.18, 0.12, 0.02, 0.24, 0.03, 0.02, -0.01, 0.02, -0.01, 0.12, 0.00, 0.01, 0.00, 0.00, 0.01, 0.02, 0.01, 0.02, 0.00, 0.00, 0.00, 0.01, 0.01, 0.00, 0.00, 0.01, 0.27, 0.00, 0.00, 0.00, 0.00, 0.00, 0.00, 0.00, 0.00, 0.00, 0.00, 0.00, 0.00, 0.00, 0.00, 0.00, 0.00, 0.00, 0.00, 0.00, 0.00, 0.00, 0.00, 0.00, 0.00, 0.00, 0.00, 0.00, 0.00, 0.00, 0.00, 0.00, 0.00, 0.00, 0.00, 0.00, 0.00, 0.00, 0.00]
}

---

# 3
{
  "formula": "C3H6N4O",
  "method": "the ωB97M-V functional and the def2-TZVPD basis",
  "largest_force_ev_per_a": 7.9,
  "e_homo_ev": -8.7,
  "gap_ha": 0.3401,
  "multiplicity": 1,
  "lumo_ev": 0.57,
  "e_tot_ha": -412.063999,
  "e_above_lowest_kcal_mol": 90.95,
  "symbols": ["C", "C", "C", "H", "H", "H", "H", "H", "H", "N", "N", "N", "N", "O"],
  "coordinates": [[0.525, -0.311, -0.205], [-1.550, -0.155, 0.093], [-0.996, 1.263, 0.209], [2.586, 0.676, 0.944], [2.757, 0.648, -0.647], [1.941, -1.619, -0.174], [-2.971, -1.287, -0.154], [-1.016, 1.580, 1.329], [-1.563, 1.854, -0.694], [2.720, 0.136, 0.227], [1.682, -0.736, -0.048], [-0.533, -1.063, 0.121], [-2.818, -0.339, -0.008], [0.379, 0.923, -0.403]],
  "mulliken_charge": [0.61, 0.41, -0.11, 0.26, 0.28, 0.17, 0.29, 0.26, 0.24, -0.67, 0.11, -0.76, -0.71, -0.40]
}

---

# 4
{
  "formula": "C27H35N3OPS2Ti",
  "method": "the ωB97M-V functional and the def2-TZVPD basis",
  "largest_force_ev_per_a": 3.2,
  "e_homo_ev": -17.0,
  "gap_ha": 0.2383,
  "multiplicity": 1,
  "lumo_ev": -10.47,
  "total_charge": 3,
  "e_tot_ha": -3275.666804,
  "e_above_lowest_kcal_mol": 17.02,
  "symbols": ["Ti", "C", "C", "N", "C", "C", "C", "S", "N", "C", "O", "C", "C", "C", "C", "C", "C", "H", "H", "H", "H", "H", "H", "H", "H", "H", "H", "H", "H", "H", "H", "H", "N", "S", "C", "C", "C", "C", "C", "C", "C", "C", "C", "C", "C", "C", "H", "H", "H", "H", "H", "H", "H", "H", "H", "H", "H", "C", "P", "C", "C", "H", "H", "H", "H", "H", "H", "H", "H", "H"],
  "coordinates": [[0.659, 0.050, -0.581], [1.629, -1.219, 5.050], [0.292, -0.713, 4.512], [-0.278, -1.607, 3.525], [-0.863, -2.848, 4.020], [0.014, -4.058, 3.717], [-0.234, -1.381, 2.235], [0.441, 0.204, 1.698], [-0.725, -2.291, 1.411], [-0.720, -2.371, 0.107], [-0.102, -1.454, -0.623], [-1.346, -3.477, -0.568], [-1.985, -4.506, 0.151], [-2.564, -5.556, -0.529], [-2.524, -5.603, -1.920], [-1.895, -4.590, -2.642], [-1.308, -3.538, -1.977], [1.997, -0.497, 5.773], [2.363, -1.307, 4.252], [1.540, -2.176, 5.554], [0.438, 0.271, 4.068], [-0.413, -0.614, 5.339], [-1.846, -2.979, 3.561], [-0.991, -2.747, 5.095], [0.219, -4.129, 2.652], [-0.504, -4.960, 4.029], [0.953, -4.016, 4.261], [-2.018, -4.463, 1.229], [-3.054, -6.344, 0.022], [-2.984, -6.428, -2.442], [-1.866, -4.626, -3.719], [-0.808, -2.747, -2.533], [0.278, 1.757, -1.194], [-0.881, 2.730, -0.487], [-0.174, 4.349, -0.802], [0.119, 4.720, -2.107], [0.731, 5.941, -2.328], [1.028, 6.777, -1.259], [0.708, 6.398, 0.036], [0.105, 5.173, 0.276], [-2.215, 2.710, -1.703], [-2.976, 3.851, -1.896], [-3.991, 3.827, -2.839], [-4.245, 2.670, -3.559], [-3.502, 1.521, -3.320], [-2.486, 1.529, -2.378], [0.536, 2.127, -2.115], [-0.141, 4.087, -2.945], [0.978, 6.243, -3.332], [1.509, 7.726, -1.435], [0.934, 7.049, 0.863], [-0.156, 4.867, 1.277], [-2.775, 4.742, -1.323], [-4.579, 4.713, -3.008], [-5.027, 2.661, -4.303], [-3.726, 0.621, -3.870], [-1.901, 0.623, -2.168], [4.131, 0.432, -2.046], [3.107, -0.311, -0.731], [3.397, -2.117, -0.826], [3.933, 0.185, 0.826], [5.155, 0.058, -1.937], [4.149, 1.521, -1.950], [3.765, 0.159, -3.040], [4.448, -2.344, -0.626], [3.136, -2.487, -1.822], [2.781, -2.633, -0.081], [5.015, 0.081, 0.704], [3.616, -0.463, 1.647], [3.702, 1.224, 1.081]],
  "mulliken_charge": [0.28, -0.91, -0.68, 0.02, -0.64, -1.04, 0.69, -0.21, -0.02, 0.19, -0.27, 0.75, -0.15, -0.79, -0.42, -0.93, -0.40, 0.42, 0.16, 0.34, 0.37, 0.41, 0.42, 0.43, 0.25, 0.38, 0.35, 0.42, 0.46, 0.45, 0.45, 0.35, -0.25, 0.30, 0.85, -0.30, -0.90, -0.48, -0.64, -0.41, 0.84, -0.45, -0.64, -0.58, -0.69, -0.31, 0.26, 0.37, 0.45, 0.45, 0.45, 0.44, 0.52, 0.44, 0.43, 0.44, 0.17, -1.12, 1.20, -1.20, -1.27, 0.42, 0.41, 0.40, 0.43, 0.39, 0.32, 0.43, 0.31, 0.40]
}